The following is a DFT calculation (wB97M-V/def2-TZVPD) of C4H8O2 in the gas phase.

Frontier orbital gap ... 10.477 eV
F_max ... 0.8 eV Å⁻¹
Relative energy (zero: lowest compared OMol25 entry of this formula, charge and spin) ... 55.3 kcal/mol
SMILES string ... OC[C@H]1C[C@H]1O
Spin multiplicity ... 1
Energy ... -307.6243 Eh

Each line ends with the Löwdin charge.
Atoms and positions in Å:
1 O -1.943 -0.408 0.592  -0.07
2 C -0.706 -1.092 0.708  -0.23
3 C 0.398 -0.053 0.742  -0.19
4 C 1.484 0.307 -0.239  -0.07
5 C 0.195 1.039 -0.312  -0.32
6 O -0.596 0.763 -1.452  -0.03
7 H -2.170 -0.382 -0.343  0.08
8 H -0.577 -1.838 -0.083  0.12
9 H -0.773 -1.628 1.660  0.12
10 H 0.660 0.238 1.763  0.14
11 H 1.705 -0.346 -1.080  0.11
12 H 2.328 0.850 0.172  0.10
13 H 0.006 2.043 0.050  0.14
14 H -0.012 0.505 -2.179  0.10

***

The following is a DFT calculation (wB97M-V/def2-TZVPD) of 10 unconnected molecules or ions with the total composition C20H38BCl18N2S2.

Frontier orbital gap ... 6.531 eV
F_max ... 3.0 eV Å⁻¹
Relative energy (zero: lowest compared OMol25 entry of this formula, charge and spin) ... 0.0 kcal/mol
Spin multiplicity ... 1
Total charge ... -1
Energy ... -9999.1772 Eh

Each line ends with the Löwdin charge.
Atoms and positions in Å:
1 S 3.773 -5.748 0.326  0.55
2 C 3.188 -4.300 -0.100  -0.83
3 N 2.949 -3.159 -0.261  0.10
4 B 1.416 -2.783 -0.106  -0.61
5 N 0.652 -3.654 0.982  0.10
6 C -0.185 -4.332 0.521  -0.84
7 S -0.961 -5.618 -0.110  0.51
8 H 1.385 -1.637 0.279  -0.05
9 H 0.871 -2.871 -1.170  0.02
10 Cl -2.150 -0.749 -0.668  0.54
11 C -1.789 0.083 -2.207  -0.66
12 C -1.833 -0.839 -3.402  -0.69
13 Cl -0.500 -2.012 -3.409  0.58
14 H -0.817 0.563 -2.104  0.06
15 H -2.545 0.860 -2.326  0.05
16 H -1.742 -0.255 -4.316  0.00
17 H -2.770 -1.394 -3.442  0.07
18 Cl 3.054 0.146 -2.778  0.53
19 C 4.431 -0.881 -2.302  -0.68
20 C 5.691 -0.078 -2.070  -0.72
21 Cl 6.344 0.611 -3.588  0.53
22 H 4.573 -1.633 -3.076  0.07
23 H 4.139 -1.391 -1.384  0.02
24 H 6.459 -0.725 -1.654  -0.04
25 H 5.524 0.741 -1.375  -0.01
26 Cl -5.995 0.591 -5.551  0.54
27 C -4.937 1.153 -6.870  -0.67
28 C -3.483 0.849 -6.603  -0.65
29 Cl -2.829 1.820 -5.261  0.59
30 H -5.103 2.220 -7.004  0.07
31 H -5.259 0.639 -7.775  0.07
32 H -2.889 1.087 -7.484  0.07
33 H -3.331 -0.202 -6.363  0.07
34 Cl 4.268 0.563 0.685  0.66
35 C 3.152 1.581 1.632  -0.62
36 C 1.911 0.809 1.998  -0.65
37 Cl 0.925 0.435 0.580  0.60
38 H 2.926 2.470 1.046  0.07
39 H 3.677 1.895 2.534  0.07
40 H 1.293 1.392 2.681  0.03
41 H 2.161 -0.134 2.486  0.08
42 Cl -2.854 -1.511 2.579  0.55
43 C -3.623 -0.099 3.341  -0.67
44 C -2.823 1.164 3.139  -0.68
45 Cl -1.285 1.141 4.044  0.54
46 H -3.762 -0.319 4.399  0.06
47 H -4.606 0.011 2.883  0.06
48 H -3.398 2.018 3.506  -0.05
49 H -2.592 1.327 2.087  0.06
50 Cl 7.401 2.680 -9.595  0.52
51 C 7.423 1.246 -8.534  -0.67
52 C 6.901 1.548 -7.151  -0.68
53 Cl 7.997 2.610 -6.233  0.53
54 H 8.443 0.868 -8.501  0.07
55 H 6.794 0.493 -9.008  0.07
56 H 6.808 0.623 -6.582  0.05
57 H 5.924 2.024 -7.187  0.07
58 Cl -5.101 3.271 4.229  0.61
59 C -5.638 3.290 5.931  -0.65
60 C -4.568 3.811 6.857  -0.66
61 Cl -3.192 2.690 6.985  0.55
62 H -5.943 2.280 6.197  0.02
63 H -6.515 3.934 5.978  0.07
64 H -4.977 3.930 7.860  0.07
65 H -4.188 4.776 6.526  0.07
66 Cl 7.134 -2.328 -0.147  0.61
67 C 6.974 -3.136 1.433  -0.63
68 C 6.443 -2.205 2.494  -0.66
69 Cl 7.620 -0.933 2.926  0.52
70 H 7.947 -3.542 1.705  0.07
71 H 6.283 -3.968 1.294  0.05
72 H 6.235 -2.765 3.404  0.07
73 H 5.524 -1.718 2.173  0.04
74 Cl -7.793 0.388 4.590  0.56
75 C -8.812 -0.466 5.774  -0.66
76 C -9.497 0.484 6.726  -0.66
77 Cl -8.345 1.273 7.836  0.55
78 H -8.185 -1.181 6.304  0.07
79 H -9.558 -1.022 5.207  0.07
80 H -10.208 -0.063 7.344  0.07
81 H -10.037 1.263 6.191  0.07

***

The following is a DFT calculation (wB97M-V/def2-TZVPD) of 7 unconnected molecules or ions with the total composition C40H38N8O15Si.

Frontier orbital gap ... 7.799 eV
F_max ... 10.7 eV Å⁻¹
SMILES string ... C#C[Si@](O)(CCN)ON=O.O=[N+]([O-])c1ccccc1.O=[N+]([O-])c1ccccc1.O=[N+]([O-])c1ccccc1.O=[N+]([O-])c1ccccc1.O=[N+]([O-])c1ccccc1.O=[N+]([O-])c1ccccc1
Spin multiplicity ... 1
Energy ... -3402.4423 Eh

Each line ends with the Löwdin charge.
Atoms and positions in Å:
1 C 2.220 0.309 2.383  0.03
2 C 1.210 0.627 1.430  -0.12
3 Si -0.201 1.110 0.211  0.46
4 O -1.691 1.207 1.136  -0.22
5 C -0.372 -0.207 -1.183  -0.21
6 C 1.029 -1.059 -1.451  -0.31
7 N 1.313 -2.082 -0.369  -0.04
8 O 0.040 2.670 -0.563  -0.19
9 N 0.262 3.627 0.381  -0.05
10 O 1.497 3.739 0.398  0.00
11 H 2.998 -0.315 3.037  0.06
12 H -2.123 0.288 1.194  0.10
13 H -1.308 -0.912 -1.033  0.10
14 H -0.577 0.385 -2.195  0.10
15 H 0.935 -1.499 -2.532  0.08
16 H 1.968 -0.329 -1.474  0.12
17 H 0.564 -2.809 -0.291  0.04
18 H 2.269 -2.496 -0.447  0.07
19 C 3.446 2.596 -5.985  -0.06
20 C 2.123 2.726 -6.410  -0.06
21 C 1.215 1.686 -6.201  0.00
22 C 1.645 0.516 -5.559  -0.14
23 C 2.975 0.380 -5.139  0.01
24 C 3.874 1.426 -5.356  -0.06
25 N 0.689 -0.571 -5.313  -0.31
26 O -0.473 -0.420 -5.717  0.05
27 O 1.099 -1.575 -4.713  0.03
28 H 4.149 3.412 -6.146  0.11
29 H 1.798 3.641 -6.901  0.11
30 H 0.188 1.803 -6.537  0.12
31 H 3.322 -0.524 -4.644  0.12
32 H 4.907 1.331 -5.031  0.07
33 C -1.122 3.255 3.746  -0.05
34 C -1.865 3.163 4.924  -0.05
35 C -1.690 4.107 5.937  0.00
36 C -0.768 5.147 5.758  -0.15
37 C -0.015 5.238 4.580  0.00
38 C -0.196 4.286 3.574  -0.06
39 N -0.598 6.158 6.809  -0.33
40 O -1.269 6.032 7.844  0.05
41 O 0.202 7.080 6.599  0.05
42 H -1.265 2.520 2.956  0.08
43 H -2.583 2.356 5.051  0.08
44 H -2.277 4.022 6.849  0.11
45 H 0.708 6.037 4.429  0.12
46 H 0.381 4.349 2.655  0.07
47 C -5.388 -0.628 -7.360  -0.07
48 C -6.574 -0.412 -6.658  -0.07
49 C -6.534 0.072 -5.349  0.00
50 C -5.295 0.342 -4.752  -0.14
51 C -4.102 0.118 -5.452  0.00
52 C -4.154 -0.369 -6.760  -0.06
53 N -5.247 0.875 -3.385  -0.33
54 O -6.323 1.041 -2.792  0.06
55 O -4.134 1.132 -2.904  0.06
56 H -5.424 -1.000 -8.383  0.11
57 H -7.531 -0.618 -7.132  0.11
58 H -7.468 0.235 -4.815  0.12
59 H -3.133 0.318 -4.999  0.11
60 H -3.234 -0.543 -7.313  0.11
61 C 1.317 -8.066 -3.352  -0.07
62 C 1.694 -6.761 -3.034  -0.06
63 C 1.060 -6.083 -1.991  0.00
64 C 0.048 -6.728 -1.266  -0.14
65 C -0.338 -8.036 -1.588  0.00
66 C 0.302 -8.702 -2.635  -0.07
67 N -0.605 -6.030 -0.152  -0.32
68 O -0.249 -4.867 0.089  0.04
69 O -1.472 -6.645 0.486  0.07
70 H 1.819 -8.593 -4.162  0.11
71 H 2.486 -6.272 -3.598  0.11
72 H 1.366 -5.066 -1.755  0.11
73 H -1.126 -8.546 -1.037  0.12
74 H 0.011 -9.719 -2.891  0.11
75 C -4.562 1.116 11.441  -0.07
76 C -5.329 1.902 10.580  -0.07
77 C -5.063 1.901 9.209  0.00
78 C -4.025 1.102 8.709  -0.14
79 C -3.249 0.318 9.573  0.00
80 C -3.522 0.329 10.942  -0.07
81 N -3.758 1.077 7.266  -0.32
82 O -4.454 1.799 6.537  0.05
83 O -2.854 0.333 6.859  0.06
84 H -4.776 1.115 12.509  0.11
85 H -6.136 2.513 10.976  0.11
86 H -5.670 2.519 8.551  0.12
87 H -2.438 -0.303 9.199  0.12
88 H -2.927 -0.278 11.620  0.11
89 C 6.661 0.132 0.463  -0.07
90 C 5.895 0.918 -0.399  -0.06
91 C 6.160 0.917 -1.769  0.00
92 C 7.198 0.119 -2.269  -0.14
93 C 7.974 -0.666 -1.406  0.00
94 C 7.701 -0.654 -0.036  -0.07
95 N 7.465 0.094 -3.712  -0.31
96 O 6.769 0.816 -4.441  0.03
97 O 8.369 -0.651 -4.119  0.07
98 H 6.447 0.132 1.530  0.11
99 H 5.087 1.530 -0.002  0.11
100 H 5.553 1.535 -2.428  0.11
101 H 8.786 -1.286 -1.779  0.12
102 H 8.296 -1.262 0.642  0.11